No. 1
{"formula": "C5H12O", "method": "wB97M-V/def2-TZVPD", "max_force_ev_per_a": 0.34, "de_lowest_ev": 4.049, "gap_ev": 7.757, "mol_weight_g_mol": 88.150, "total_charge": 0, "symbols": ["C", "C", "C", "C", "C", "O", "H", "H", "H", "H", "H", "H", "H", "H", "H", "H", "H", "H"], "xyz": [[-1.57, -0.29, -1.64], [-1.26, 0.88, -0.73], [0.35, -0.51, 0.68], [0.65, 0.28, 1.93], [1.58, -1.14, 0.09], [0.17, 0.87, -0.47], [-0.81, -0.36, -2.42], [-2.54, -0.15, -2.11], [-1.55, -1.22, -1.06], [-1.78, 0.78, 0.23], [-1.49, 1.84, -1.20], [0.73, -0.45, 2.73], [-0.18, 0.94, 2.21], [1.59, 0.88, 1.94], [1.74, -2.06, 0.66], [2.52, -0.55, 0.14], [1.42, -1.44, -0.95], [0.43, 1.68, -0.02]]}


No. 2
{"formula": "C5H12O", "method": "wB97M-V/def2-TZVPD", "max_force_ev_per_a": 0.38, "de_lowest_ev": 0.287, "gap_ev": 11.107, "mol_weight_g_mol": 88.150, "smiles": "CC(C)[C@@H](C)O", "total_charge": 0, "symbols": ["C", "C", "C", "C", "C", "O", "H", "H", "H", "H", "H", "H", "H", "H", "H", "H", "H", "H"], "xyz": [[1.20, 1.48, 0.55], [0.30, 0.24, 0.54], [-1.10, 0.62, 1.04], [0.28, -0.44, -0.86], [-0.04, -1.95, -0.82], [-0.62, 0.26, -1.72], [2.24, 1.22, 0.35], [0.88, 2.20, -0.22], [1.15, 1.99, 1.52], [0.71, -0.50, 1.25], [-1.81, -0.22, 0.99], [-1.05, 0.92, 2.10], [-1.52, 1.47, 0.49], [1.26, -0.31, -1.35], [0.85, -2.57, -1.02], [-0.77, -2.20, -1.59], [-0.44, -2.28, 0.15], [-1.50, 0.07, -1.38]]}


No. 3
{"formula": "C5H12O", "method": "wB97M-V/def2-TZVPD", "max_force_ev_per_a": 3.49, "de_lowest_ev": 1.257, "gap_ev": [11.500, 7.599], "mol_weight_g_mol": 88.150, "s2": 0.75, "multiplicity": 2, "total_charge": 1, "symbols": ["C", "C", "C", "C", "C", "H", "H", "H", "H", "H", "H", "H", "H", "H", "H", "H", "H", "O"], "xyz": [[-1.44, -1.55, -0.32], [-1.10, -0.08, -0.12], [0.13, 0.54, -0.59], [1.16, -0.08, -1.26], [0.44, 1.89, 0.02], [-0.86, -2.26, 0.28], [-2.50, -1.48, 0.05], [-1.60, -1.90, -1.33], [-1.96, 0.33, -0.68], [-1.21, 0.11, 0.95], [2.04, 0.49, -1.47], [1.18, -1.12, -1.70], [0.65, 1.79, 1.06], [1.18, 2.45, -0.60], [-0.38, 2.54, -0.22], [2.15, -0.45, 1.73], [0.88, -1.05, 2.23], [1.25, -0.17, 1.97]]}


No. 4
{"formula": "C5H12O2", "method": "wB97M-V/def2-TZVPD", "max_force_ev_per_a": 5.42, "de_lowest_ev": 3.258, "gap_ev": [2.200, 6.282], "mol_weight_g_mol": 104.149, "s2": 0.76, "multiplicity": 2, "total_charge": -1, "symbols": ["C", "C", "C", "C", "C", "H", "H", "H", "H", "H", "H", "H", "H", "H", "H", "O", "H", "H", "O"], "xyz": [[0.81, -2.14, -0.78], [0.64, -0.69, -0.60], [-0.42, -0.05, -1.11], [-0.56, 1.40, -0.81], [0.33, 2.34, -0.54], [1.75, -2.50, -1.14], [-0.01, -2.63, -1.38], [0.67, -2.71, 0.17], [1.38, -0.04, -0.05], [-1.08, -0.57, -1.79], [-1.64, 1.65, -0.89], [0.01, 3.30, -0.06], [1.38, 2.23, -0.57], [0.23, 0.03, 1.58], [0.99, -0.27, 2.85], [1.02, 0.22, 2.04], [-2.23, -0.13, 1.26], [-1.58, -1.40, 0.58], [-1.60, -0.49, 0.77]]}


| no. | DFT total energy (eV) |
| --- | --- |
| 1 | -7423.26282 |
| 2 | -7427.02389 |
| 3 | -7417.03599 |
| 4 | -9470.30465 |